{"formula": "C81H187N7O25", "method": "ωB97M-V with the def2-TZVPD basis set", "symbols": ["C", "C", "O", "O", "H", "H", "H", "H", "H", "H", "C", "C", "O", "O", "H", "H", "H", "H", "H", "H", "C", "C", "O", "O", "H", "H", "H", "H", "H", "H", "C", "C", "O", "O", "H", "H", "H", "H", "H", "H", "C", "C", "O", "O", "H", "H", "H", "H", "H", "H", "C", "C", "O", "O", "H", "H", "H", "H", "H", "H", "C", "C", "O", "O", "H", "H", "H", "H", "H", "H", "C", "C", "O", "O", "H", "H", "H", "H", "H", "H", "C", "C", "O", "O", "H", "H", "H", "H", "H", "H", "C", "C", "C", "C", "C", "C", "N", "O", "C", "C", "C", "H", "H", "H", "H", "H", "H", "H", "H", "H", "H", "H", "H", "H", "H", "H", "H", "H", "H", "H", "C", "C", "C", "C", "C", "C", "N", "O", "C", "C", "C", "H", "H", "H", "H", "H", "H", "H", "H", "H", "H", "H", "H", "H", "H", "H", "H", "H", "H", "H", "C", "C", "C", "C", "C", "C", "N", "O", "C", "C", "C", "H", "H", "H", "H", "H", "H", "H", "H", "H", "H", "H", "H", "H", "H", "H", "H", "H", "H", "H", "C", "C", "C", "C", "C", "C", "N", "O", "C", "C", "C", "H", "H", "H", "H", "H", "H", "H", "H", "H", "H", "H", "H", "H", "H", "H", "H", "H", "H", "H", "C", "C", "C", "C", "C", "C", "N", "O", "C", "C", "C", "H", "H", "H", "H", "H", "H", "H", "H", "H", "H", "H", "H", "H", "H", "H", "H", "H", "H", "H", "C", "C", "C", "C", "C", "C", "N", "O", "C", "C", "C", "H", "H", "H", "H", "H", "H", "H", "H", "H", "H", "H", "H", "H", "H", "H", "H", "H", "H", "H", "C", "C", "C", "C", "C", "C", "N", "O", "C", "C", "C", "H", "H", "H", "H", "H", "H", "H", "H", "H", "H", "H", "H", "H", "H", "H", "H", "H", "H", "H"], "xyz": [[-1.00, 6.57, -1.31], [-2.35, 7.03, -1.72], [-3.02, 6.04, -2.53], [-1.03, 5.51, -0.38], [-0.50, 7.44, -0.86], [-0.28, 6.38, -2.12], [-2.40, 7.93, -2.30], [-3.06, 7.18, -0.84], [-2.86, 5.14, -2.10], [-0.92, 4.79, -1.00], [1.36, 3.24, 1.35], [1.81, 4.50, 0.71], [3.26, 4.50, 0.56], [1.66, 2.03, 0.61], [0.27, 3.32, 1.36], [1.84, 3.28, 2.38], [1.39, 5.35, 1.22], [1.42, 4.48, -0.35], [3.63, 5.24, 1.10], [2.65, 1.88, 0.64], [5.72, 2.39, -0.43], [5.55, 2.31, 1.03], [4.39, 1.47, 1.25], [4.60, 2.79, -1.15], [5.95, 1.40, -0.78], [6.62, 3.04, -0.64], [5.35, 3.30, 1.42], [6.44, 1.87, 1.57], [4.41, 1.19, 2.20], [4.19, 3.48, -0.66], [-0.74, 1.30, -3.50], [-0.07, 2.07, -2.35], [-1.00, 2.91, -1.60], [-0.75, -0.09, -3.16], [-0.06, 1.37, -4.34], [-1.76, 1.66, -3.70], [0.78, 2.70, -2.62], [0.39, 1.32, -1.69], [-1.63, 2.33, -1.09], [-1.37, -0.55, -3.79], [3.19, 0.03, -2.00], [2.00, -0.92, -1.87], [2.43, -2.05, -1.13], [4.31, -0.57, -2.78], [3.57, 0.39, -1.03], [2.92, 0.94, -2.62], [1.86, -1.25, -2.87], [1.06, -0.53, -1.46], [2.52, -1.90, -0.16], [4.54, -1.35, -2.28], [-4.14, -6.24, -0.27], [-3.05, -6.34, -1.33], [-1.73, -6.27, -0.74], [-4.24, -7.58, 0.36], [-5.09, -6.04, -0.78], [-3.93, -5.46, 0.48], [-3.07, -5.56, -2.10], [-3.13, -7.30, -1.89], [-1.43, -7.21, -0.68], [-4.31, -7.47, 1.36], [4.35, -1.17, 3.89], [4.51, -1.61, 2.48], [3.21, -1.39, 1.84], [4.10, 0.22, 3.86], [5.28, -1.36, 4.43], [3.52, -1.70, 4.30], [4.70, -2.66, 2.42], [5.29, -1.02, 1.92], [3.12, -0.45, 1.93], [3.69, 0.42, 4.72], [1.47, 0.46, 6.36], [1.01, -0.96, 6.65], [-0.38, -1.10, 6.42], [2.88, 0.58, 6.29], [1.03, 1.21, 7.05], [1.11, 0.72, 5.33], [1.17, -1.19, 7.72], [1.66, -1.66, 6.12], [-0.39, -1.40, 5.47], [3.20, 0.31, 7.24], [-0.41, -1.68, 2.69], [-0.37, -0.10, 2.75], [-0.47, 0.23, 1.43], [-0.19, -2.34, 3.98], [0.42, -1.99, 2.11], [-1.35, -2.04, 2.33], [0.53, 0.22, 3.28], [-1.25, 0.28, 3.23], [0.37, 0.49, 1.02], [-0.22, -3.29, 3.81], [4.40, -4.30, -0.93], [5.27, -5.31, -1.79], [4.68, -6.71, -1.89], [3.34, -6.74, -2.66], [3.73, -6.35, -4.12], [4.52, -4.98, -4.24], [5.61, -4.89, -3.15], [6.03, -3.50, -3.06], [5.26, -4.97, -5.53], [3.58, -3.79, -4.32], [6.62, -5.51, -1.08], [5.03, -3.43, -0.77], [4.22, -4.76, 0.04], [3.43, -3.94, -1.27], [5.34, -7.30, -2.58], [4.59, -7.21, -0.93], [2.56, -6.09, -2.30], [2.86, -7.70, -2.75], [2.88, -6.39, -4.78], [4.46, -7.04, -4.44], [4.66, -5.13, -6.42], [5.66, -3.97, -5.70], [6.11, -5.68, -5.51], [3.13, -3.68, -3.29], [4.15, -2.82, -4.35], [2.72, -3.90, -4.96], [7.31, -6.07, -1.72], [6.46, -5.96, -0.11], [7.11, -4.61, -0.80], [6.88, -3.57, -3.43], [-3.31, -1.48, -0.37], [-4.16, -0.24, -0.74], [-5.56, -0.55, -0.25], [-6.47, 0.71, -0.08], [-5.81, 1.58, 0.95], [-4.45, 2.02, 0.50], [-3.67, 0.82, 0.22], [-2.32, 1.14, -0.11], [-4.52, 3.00, -0.71], [-3.68, 2.79, 1.64], [-4.11, 0.09, -2.25], [-2.35, -1.50, -0.87], [-3.83, -2.36, -0.83], [-3.19, -1.49, 0.72], [-5.95, -1.33, -1.00], [-5.57, -1.04, 0.72], [-7.44, 0.34, 0.16], [-6.56, 1.28, -0.99], [-5.68, 1.12, 1.94], [-6.55, 2.41, 1.09], [-4.91, 2.59, -1.68], [-5.07, 3.86, -0.56], [-3.53, 3.25, -0.90], [-3.30, 1.92, 2.19], [-2.86, 3.42, 1.23], [-4.38, 3.44, 2.17], [-4.13, -0.92, -2.71], [-3.19, 0.66, -2.57], [-5.01, 0.66, -2.47], [-1.79, 0.71, 0.59], [1.97, -4.82, 2.53], [0.80, -5.71, 3.03], [1.09, -6.12, 4.44], [-0.10, -6.70, 5.18], [-1.31, -5.82, 5.05], [-1.58, -5.57, 3.51], [-0.43, -4.99, 2.93], [-0.72, -4.52, 1.66], [-2.20, -6.80, 2.81], [-2.68, -4.40, 3.46], [0.86, -6.87, 2.08], [1.81, -4.53, 1.49], [2.93, -5.22, 2.77], [1.87, -3.90, 3.15], [1.87, -6.86, 4.48], [1.45, -5.25, 4.94], [0.13, -6.95, 6.22], [-0.39, -7.71, 4.77], [-1.05, -4.81, 5.44], [-2.17, -6.13, 5.55], [-3.22, -6.80, 3.06], [-2.09, -6.78, 1.74], [-1.75, -7.79, 3.18], [-2.95, -4.28, 2.42], [-3.61, -4.75, 3.99], [-2.34, -3.44, 3.86], [0.20, -7.65, 2.37], [1.85, -7.28, 2.05], [0.66, -6.57, 1.01], [-0.91, -5.23, 1.03], [-7.00, -1.54, 3.01], [-6.31, -1.15, 4.33], [-4.84, -1.15, 4.09], [-4.00, -0.39, 5.16], [-4.50, 1.13, 5.09], [-6.02, 1.16, 5.42], [-6.70, 0.26, 4.55], [-8.11, 0.30, 4.97], [-6.11, 0.86, 6.95], [-6.67, 2.66, 5.27], [-6.66, -2.08, 5.44], [-8.06, -1.87, 3.26], [-6.44, -2.25, 2.42], [-7.16, -0.65, 2.37], [-4.36, -2.18, 4.04], [-4.48, -0.56, 3.19], [-2.96, -0.42, 4.76], [-4.02, -0.78, 6.17], [-4.27, 1.63, 4.12], [-4.02, 1.72, 5.87], [-7.14, 0.88, 7.29], [-5.62, -0.02, 7.43], [-5.72, 1.75, 7.51], [-6.75, 2.75, 4.22], [-7.63, 2.67, 5.75], [-6.02, 3.41, 5.70], [-5.82, -1.95, 6.09], [-6.61, -3.06, 4.89], [-7.66, -1.96, 5.89], [-8.50, 0.79, 4.23], [0.83, 5.12, 4.59], [1.62, 6.51, 4.53], [3.13, 6.24, 4.40], [3.88, 7.36, 3.77], [3.22, 7.87, 2.47], [1.72, 8.22, 2.59], [1.13, 7.09, 3.23], [-0.26, 7.41, 3.44], [1.63, 9.43, 3.55], [1.17, 8.58, 1.23], [1.24, 7.37, 5.84], [1.01, 4.66, 3.65], [-0.24, 5.25, 4.84], [1.34, 4.55, 5.34], [3.58, 6.17, 5.38], [3.23, 5.39, 3.82], [4.83, 7.06, 3.45], [3.97, 8.17, 4.53], [3.26, 7.00, 1.69], [3.74, 8.67, 1.88], [2.45, 9.33, 4.21], [1.83, 10.34, 2.95], [0.63, 9.41, 4.04], [0.06, 8.61, 1.36], [1.58, 9.56, 0.93], [1.38, 7.82, 0.45], [0.28, 7.88, 5.68], [2.03, 8.07, 6.00], [1.23, 6.67, 6.65], [-0.69, 6.70, 2.94], [-2.79, -0.70, -6.73], [-2.00, -2.03, -6.41], [-0.53, -1.87, -6.64], [0.24, -3.12, -6.22], [0.06, -3.32, -4.69], [-1.48, -3.48, -4.32], [-2.24, -2.31, -4.95], [-3.63, -2.32, -4.69], [-2.04, -4.84, -4.78], [-1.62, -3.28, -2.77], [-2.59, -3.11, -7.35], [-2.41, -0.05, -5.86], [-3.88, -0.91, -6.77], [-2.44, -0.25, -7.64], [-0.34, -1.72, -7.69], [-0.20, -1.04, -6.02], [1.31, -3.08, -6.41], [-0.05, -4.05, -6.82], [0.48, -2.44, -4.15], [0.68, -4.13, -4.33], [-2.07, -5.53, -3.95], [-3.05, -4.96, -5.22], [-1.23, -5.31, -5.39], [-0.90, -3.96, -2.18], [-1.37, -2.26, -2.42], [-2.63, -3.51, -2.49], [-3.67, -3.23, -7.15], [-1.92, -3.97, -7.37], [-2.49, -2.70, -8.33], [-3.96, -3.06, -5.20], [3.62, 4.12, -3.78], [3.97, 4.02, -5.29], [3.79, 2.56, -5.74], [2.30, 2.20, -5.86], [1.57, 3.19, -6.74], [1.75, 4.65, -6.33], [3.20, 4.89, -6.23], [3.37, 6.21, -5.89], [1.20, 5.55, -7.37], [0.94, 4.90, -5.07], [5.44, 4.35, -5.45], [4.33, 3.50, -3.36], [2.63, 3.73, -3.56], [3.70, 5.20, -3.46], [4.18, 2.35, -6.76], [4.41, 1.93, -5.10], [1.70, 2.04, -4.96], [2.27, 1.17, -6.32], [0.48, 3.04, -6.66], [1.82, 3.05, -7.80], [1.01, 6.57, -6.95], [1.87, 5.62, -8.22], [0.18, 5.20, -7.73], [1.20, 5.79, -4.50], [-0.16, 5.12, -5.33], [0.91, 4.02, -4.38], [5.73, 4.29, -6.50], [5.96, 3.53, -4.90], [5.73, 5.20, -4.89], [3.06, 6.31, -4.96]], "lowdin_charge": [-0.277, -0.229, -0.105, -0.064, 0.096, 0.130, 0.109, 0.139, 0.087, 0.025, -0.220, -0.210, -0.094, -0.085, 0.126, 0.128, 0.094, 0.135, 0.083, 0.064, -0.269, -0.213, -0.109, -0.050, 0.116, 0.140, 0.104, 0.145, 0.067, 0.029, -0.207, -0.174, -0.121, -0.122, 0.087, 0.119, 0.093, 0.087, 0.052, 0.066, -0.176, -0.220, -0.105, -0.077, 0.093, 0.124, 0.093, 0.099, 0.077, 0.038, -0.188, -0.218, -0.105, -0.116, 0.117, 0.112, 0.080, 0.132, 0.106, 0.094, -0.244, -0.192, -0.076, -0.078, 0.129, 0.112, 0.112, 0.140, 0.037, 0.055, -0.241, -0.269, -0.084, -0.112, 0.131, 0.120, 0.123, 0.108, 0.049, 0.160, -0.135, -0.197, -0.067, -0.125, 0.093, 0.093, 0.113, 0.107, 0.084, 0.034, -0.009, -0.506, -0.140, -0.154, -0.107, -0.483, -0.048, -0.014, -0.070, -0.034, -0.044, 0.075, 0.073, 0.042, 0.132, 0.116, 0.093, 0.096, 0.108, 0.085, 0.088, 0.081, 0.095, 0.081, 0.095, 0.054, 0.093, 0.075, 0.061, 0.076, -0.021, -0.485, -0.132, -0.162, -0.163, -0.492, -0.065, -0.061, -0.005, 0.004, 0.014, 0.053, 0.090, 0.085, 0.148, 0.083, 0.095, 0.094, 0.101, 0.143, 0.093, 0.066, 0.028, 0.068, 0.085, 0.082, 0.077, 0.077, 0.065, 0.061, -0.013, -0.535, -0.122, -0.179, -0.106, -0.468, -0.140, 0.003, -0.020, -0.017, -0.027, 0.088, 0.083, 0.081, 0.124, 0.116, 0.112, 0.119, 0.132, 0.102, 0.059, 0.051, 0.109, 0.062, 0.097, 0.070, 0.058, 0.088, 0.106, 0.061, -0.030, -0.561, -0.149, -0.141, -0.100, -0.485, -0.084, -0.035, -0.052, 0.002, -0.015, 0.106, 0.074, 0.064, 0.122, 0.126, 0.096, 0.094, 0.092, 0.105, 0.068, 0.078, 0.087, 0.050, 0.065, 0.078, 0.059, 0.106, 0.097, 0.110, -0.007, -0.416, -0.137, -0.178, -0.116, -0.575, -0.093, -0.046, -0.010, -0.033, -0.005, 0.035, 0.090, 0.071, 0.127, 0.086, 0.094, 0.116, 0.116, 0.138, 0.038, 0.094, 0.095, 0.100, 0.092, 0.081, 0.079, 0.056, 0.069, 0.106, -0.008, -0.515, -0.137, -0.165, -0.115, -0.419, -0.104, -0.025, -0.023, -0.030, -0.029, 0.096, 0.088, 0.073, 0.120, 0.119, 0.091, 0.116, 0.107, 0.098, 0.052, 0.092, 0.087, 0.117, 0.058, 0.047, 0.088, 0.068, 0.075, 0.058, -0.011, -0.498, -0.122, -0.185, -0.138, -0.567, -0.094, -0.032, -0.059, -0.044, -0.033, 0.037, 0.055, 0.106, 0.132, 0.117, 0.066, 0.123, 0.121, 0.127, 0.095, 0.088, 0.108, 0.071, 0.123, 0.061, 0.095, 0.094, 0.064, 0.083], "relative_energy_kcal_mol": 0.00, "orbital_gap_ev": 8.431, "homo_energy_ev": -8.2}